Density functional theory data (ωB97M-V with the def2-TZVPD basis set) for a molecular structure, C33H34F6I2N2O9S3Se2Sn.

Structure (XYZ):
```
92
Properties=species:S:1:pos:R:3
Sn 0.3729 -0.2359 -1.4676
I 2.2304 3.1758 3.2059
C 0.2353 3.1451 2.6062
C -0.7296 3.7853 3.3752
C -2.0559 3.8141 3.0039
I -3.4191 4.8114 4.2383
C -2.4751 3.1393 1.8274
C -3.8067 3.0664 1.3603
C -4.1075 2.3177 0.2548
C -3.0749 1.6168 -0.3946
N -1.8282 1.6832 0.0033
C -1.5010 2.4408 1.0672
C -0.0572 2.4740 1.3888
O 0.7785 1.9587 0.6285
H -0.4202 4.2804 4.2874
H -4.5834 3.6006 1.8934
H -5.1229 2.2511 -0.1151
H -3.2673 1.0054 -1.2726
F -3.5671 2.0601 -5.0331
C -2.8675 1.2232 -5.7994
F -2.1402 1.9399 -6.6556
F -3.7536 0.5195 -6.5286
S -1.8331 0.0267 -4.7823
O -2.4527 0.0535 -3.4913
O -1.9264 -1.1793 -5.5523
N -0.3620 0.5244 -4.7890
S 0.5069 1.7970 -4.7308
O -0.0694 3.0120 -5.2327
O 1.2910 1.8630 -3.5282
C 1.7546 1.3616 -6.0209
F 2.5332 0.3508 -5.6521
F 2.5442 2.4297 -6.2471
F 1.1724 1.0443 -7.1843
O 5.3064 -0.8040 -0.7647
C 4.4862 -1.3992 -1.7823
C 3.7471 -2.6403 -1.2814
C 4.7803 -3.7391 -0.9697
O 5.7064 -3.4036 0.0529
C 2.9217 -2.3913 -0.0046
Se 2.2918 -0.5738 0.4037
C 2.8603 -3.2056 -2.3973
Se 1.4732 -2.0450 -3.2055
H 4.6760 -0.3388 -0.1864
H 5.1557 -1.6853 -2.5987
H 3.7802 -0.6638 -2.1697
H 5.3146 -3.9840 -1.8997
H 4.2555 -4.6439 -0.6426
H 5.8461 -2.4429 -0.0241
H 3.5241 -2.6643 0.8592
H 2.0506 -3.0463 -0.0275
H 2.3579 -4.0960 -2.0156
H 3.4886 -3.5149 -3.2370
O -0.6409 -2.0540 0.0593
S -0.7217 -1.4043 1.4210
C -2.5161 -1.3436 1.7009
C -2.9004 -0.9777 3.1035
C -2.4729 0.2272 3.6561
C -2.8195 0.5745 4.9528
C -3.5936 -0.2867 5.7187
C -4.0077 -1.4990 5.1848
C -3.6589 -1.8437 3.8863
C -0.4287 -2.7333 2.6289
C 0.9981 -3.1412 2.8425
C 1.4280 -4.4031 2.4500
C 2.7343 -4.8104 2.6854
C 3.6265 -3.9500 3.3046
C 3.2038 -2.6854 3.6964
C 1.8977 -2.2847 3.4710
H -2.9159 -2.3096 1.3884
H -2.8404 -0.5848 0.9861
H -1.8597 0.8979 3.0697
H -2.4822 1.5224 5.3534
H -3.8754 -0.0120 6.7276
H -4.6016 -2.1815 5.7805
H -3.9826 -2.7917 3.4714
H -1.0307 -3.5769 2.2822
H -0.8604 -2.3546 3.5589
H 0.7357 -5.0672 1.9452
H 3.0595 -5.7904 2.3593
H 4.6563 -4.2483 3.4507
H 3.9027 -1.9972 4.1542
H 1.5804 -1.2882 3.7557
C -0.0050 4.1196 -1.6555
C -1.3058 3.8688 -2.3648
C -2.2560 5.0371 -2.5538
O -1.5793 2.7919 -2.8325
H 0.6829 4.5674 -2.3803
H 0.4259 3.1807 -1.3151
H -0.1252 4.8179 -0.8248
H -2.0750 5.8510 -1.8522
H -3.2810 4.6783 -2.4673
H -2.1162 5.4102 -3.5715
```

Energy above the lowest of the compared OMol25 structures with the same formula, charge and spin = 0.589 eV
F_max = 0.5 eV/A
Charge = -2
LUMO level = 3.2 eV

***

Density functional theory data (ωB97M-V with the def2-TZVPD basis set) for a gas-phase ion, C6H11N2O2S (charge +1) at a distorted geometry.

Structure (XYZ):
```
22
Properties=species:S:1:pos:R:3
C 3.2362 -1.2935 -0.2244
C 1.1775 -0.7392 0.2405
C -0.1511 -0.8761 0.2580
C 3.6377 0.0982 -0.0067
C -1.4526 0.4811 -1.1856
C -2.2471 -0.0598 1.0888
N 2.0616 -1.7361 -0.0035
N -1.1163 0.2064 0.2252
O 1.5717 1.4514 -1.3382
O 1.8016 1.7158 1.1102
S 1.9838 0.9152 -0.0505
H 4.0360 -2.0242 -0.7186
H -0.6886 -1.9359 0.4222
H 3.9260 0.2126 1.1861
H 4.3760 0.6010 -0.6653
H -1.9448 -0.3952 -1.6253
H -2.2697 1.1933 -1.2645
H -0.5248 0.6322 -1.6596
H -2.5034 -1.1196 0.8507
H -1.9302 -0.0531 2.1367
H -3.0180 0.6353 0.8378
H -0.6721 0.9988 0.5822
```

Energy above the lowest of the compared OMol25 structures with the same formula, charge and spin = 2.097 eV
F_max = 4.3 eV/A
Charge = +1
LUMO level = -4.3 eV

***

- What is the energy above the lowest of the compared OMol25 structures with the same formula, charge and spin in the first record?
  0.589 eV